Record 1
63
Properties=species:S:1:pos:R:3:forces:R:3 method="wB97M-V/def2-TZVPD" multiplicity=1 de_lowest_kj_mol=51.5 homo_ha="-0.324 / -0.332"
Rh -0.355508 2.265578 -1.675612 -0.933 -0.019 0.102
O 2.518904 -0.835312 -5.722937 0.309 0.607 0.095
C 1.432585 -1.493785 -5.405066 -0.432 -0.304 0.122
O 1.174204 -2.578358 -5.867015 0.060 0.207 0.076
C 0.502165 -0.869733 -4.396806 0.095 0.119 0.229
C -0.597434 -1.526362 -3.867678 0.060 -0.044 -0.380
Cl -1.272924 -3.020080 -4.289311 0.032 -0.062 -0.051
N -1.197674 -0.727798 -2.965344 -0.004 0.137 0.159
N -0.544755 0.453948 -2.880882 0.256 -0.020 -0.423
C 0.486372 0.378200 -3.725174 -0.064 -0.032 -0.022
C 1.411611 1.582803 -3.802773 0.055 -0.020 -0.141
O 2.443226 1.518740 -4.466212 -0.174 -0.382 -0.128
O 1.020355 2.617708 -3.166460 0.070 -0.322 0.257
C -2.296363 -1.052991 -2.115279 -0.168 0.171 0.138
C -2.332237 -2.270977 -1.454241 0.132 0.019 0.275
C -3.388127 -2.536957 -0.596415 0.017 -0.084 0.054
C -4.391531 -1.598339 -0.396414 -0.058 -0.005 0.029
C -4.351794 -0.388828 -1.074896 -0.001 0.004 -0.043
C -3.307299 -0.122176 -1.946253 -0.064 -0.329 0.015
H 2.572102 0.060383 -5.273839 -0.039 -0.106 -0.059
H -1.534319 -2.993209 -1.571338 -0.117 0.081 -0.063
H -3.412716 -3.483784 -0.069575 -0.011 0.063 -0.021
H -5.207979 -1.815422 0.282840 0.063 0.022 -0.049
H -5.134960 0.348973 -0.946532 0.046 -0.066 0.025
H -3.291092 0.775876 -2.525290 0.028 0.437 -0.183
S 0.369534 3.924858 -0.474249 0.425 0.629 0.505
C -0.891870 4.464150 0.522290 -0.309 -0.238 -0.408
C -0.583360 5.393392 1.559899 0.151 0.315 0.284
N -0.304544 6.140751 2.389977 -0.068 -0.202 -0.176
C -2.175099 4.025795 0.277006 0.308 0.224 -0.099
S -2.446703 2.929713 -1.004260 0.499 -0.759 0.105
C -3.281038 4.482836 1.050333 -0.376 0.067 0.129
N -4.186641 4.815220 1.679154 0.176 -0.044 -0.119
O 1.266643 1.191123 -0.737704 0.116 -0.037 -0.308
S 1.284071 -0.274122 -0.327045 -0.045 0.069 0.132
C 0.068145 -0.371632 1.003443 -0.007 -0.109 0.009
C 0.048629 -1.727100 1.663611 -0.041 0.009 0.007
C -0.021743 -1.806874 3.052859 -0.050 0.012 -0.011
C -0.056117 -3.040101 3.686993 -0.004 0.002 -0.011
C -0.005018 -4.210416 2.940948 0.004 -0.005 0.037
C 0.074502 -4.141027 1.558271 0.005 -0.017 -0.069
C 0.096404 -2.906227 0.922531 0.001 0.013 0.065
C 2.831722 -0.366887 0.622102 0.026 -0.006 0.054
C 2.857163 0.560100 1.800487 0.018 0.008 -0.002
C 2.727320 0.044114 3.087528 0.044 -0.023 0.020
C 2.686127 0.895204 4.183414 -0.004 -0.028 0.014
C 2.766296 2.268421 3.999147 -0.006 0.034 0.018
C 2.907435 2.788471 2.719133 0.006 0.010 -0.032
C 2.960008 1.940040 1.622562 -0.004 -0.062 0.055
H -0.871288 -0.113617 0.503801 -0.044 -0.082 0.025
H 0.308440 0.418160 1.717225 -0.013 0.045 -0.067
H -0.051545 -0.893698 3.638859 -0.001 -0.063 -0.042
H -0.119036 -3.087588 4.767080 -0.001 0.006 -0.029
H -0.025281 -5.173347 3.436818 0.001 0.045 -0.021
H 0.117493 -5.050803 0.969413 0.000 0.070 0.037
H 0.147784 -2.862627 -0.157844 0.049 -0.012 0.003
H 3.586750 -0.127279 -0.127922 -0.007 0.024 -0.020
H 2.954130 -1.412673 0.907675 -0.041 -0.009 0.012
H 2.656178 -1.030202 3.232076 0.026 0.103 -0.017
H 2.590745 0.485469 5.182301 0.006 0.013 -0.048
H 2.725559 2.934519 4.852870 0.003 -0.034 -0.045
H 2.976726 3.859675 2.571391 -0.007 -0.046 0.012
H 3.066667 2.346109 0.626330 0.005 0.007 -0.011


Record 2
72
Properties=species:S:1:pos:R:3:forces:R:3 method="wB97M-V/def2-TZVPD" multiplicity=1 de_lowest_kj_mol=162.4 smiles=COC[C@H](C)N.COC[C@H](C)N.COC[C@H](C)N.CCO.CCO.O homo_ha=-0.334
C 5.157462 -3.178263 -9.530102 0.439 -0.103 -0.273
C 4.917707 -2.764746 -8.085070 0.217 0.677 -0.815
O 5.681472 -3.433956 -7.098019 0.074 -0.465 -0.015
H 4.500634 -2.666737 -10.237270 -0.439 -0.104 0.343
H 5.019325 -4.258689 -9.626995 0.045 0.028 -0.212
H 6.131163 -2.874215 -9.928954 0.249 -0.308 0.454
H 3.849455 -2.917556 -7.910946 0.076 0.201 0.432
H 5.212217 -1.712168 -8.012673 -0.554 0.063 0.110
H 6.258288 -4.086626 -7.506422 -0.097 0.046 -0.064
C 6.437092 -0.184637 -14.358117 1.220 0.469 0.867
C 6.042192 -0.648027 -12.953865 0.346 -1.141 -0.634
O 5.000833 -1.633857 -13.012858 -0.460 0.572 0.347
H 5.758259 0.513241 -14.842093 -0.288 -0.160 0.119
H 6.710097 -0.996071 -15.032467 -0.346 -0.210 0.088
H 7.383688 0.346377 -14.183675 -0.094 0.214 -0.326
H 5.817824 0.185769 -12.292343 -0.623 -0.096 -0.112
H 6.864657 -1.178581 -12.454805 0.361 0.455 -0.245
H 5.418247 -2.385403 -13.444389 -0.098 -0.153 -0.168
O 6.267794 -4.221476 -14.824294 -0.103 0.112 0.319
H 6.878905 -4.654042 -14.215048 -0.061 0.009 -0.107
H 5.391395 -4.511588 -14.541968 0.096 -0.050 -0.119
C 2.574367 -2.872819 -15.351237 -0.425 0.451 -0.267
C 1.627085 -3.180949 -14.178427 1.076 -0.094 -0.548
C 0.594788 -4.252227 -14.511446 0.221 -0.435 -0.160
O -0.285539 -3.947926 -15.578816 0.278 0.858 0.568
C -1.150798 -2.842998 -15.267310 0.496 -0.783 -0.601
N 2.454056 -3.675685 -13.068087 -1.508 0.147 0.200
H 2.068433 -2.489277 -16.244083 -0.085 -0.290 0.022
H 3.143134 -3.766624 -15.619476 -0.089 -0.070 -0.120
H 3.286666 -2.099401 -15.057825 0.033 -0.058 0.157
H 1.137800 -2.247133 -13.901821 0.025 -0.086 0.363
H 0.077329 -4.549239 -13.593753 -0.285 0.242 0.039
H 1.129485 -5.148899 -14.836113 0.085 -0.022 -0.049
H -1.466381 -2.489554 -16.248444 -0.569 -0.005 0.234
H -0.650347 -2.004243 -14.779211 0.097 -0.149 0.096
H -1.946318 -3.232351 -14.629646 -0.306 0.378 -0.124
H 3.073376 -4.380681 -13.431841 0.444 0.075 0.250
H 2.910977 -2.905640 -12.606205 0.565 -0.171 -0.085
C 0.800388 2.693899 -18.333313 0.802 0.621 0.994
C 1.026747 1.189127 -18.223236 -1.119 0.655 -0.204
C 1.831794 0.873532 -16.968040 -0.670 0.081 0.328
O 3.077350 1.528127 -17.042805 0.539 -0.183 0.840
C 4.100519 0.822359 -17.706846 -0.113 -0.330 -0.633
N -0.298296 0.555592 -18.268203 0.916 -0.626 -0.456
H 0.489881 3.099319 -17.360036 -0.217 -0.180 -0.042
H 0.066154 3.024889 -19.060673 0.073 -0.354 -0.304
H 1.764390 3.185013 -18.491188 -0.168 0.047 -0.301
H 1.607632 0.913244 -19.108583 -0.186 -0.415 0.036
H 1.836164 -0.193582 -16.694431 0.746 -0.184 -0.779
H 1.286637 1.227980 -16.080199 0.158 0.700 -0.232
H 5.048025 1.356131 -17.664469 -0.184 0.336 0.310
H 3.861017 0.722586 -18.770824 0.012 -0.164 -0.048
H 4.277165 -0.176829 -17.298606 -0.188 -0.044 0.150
H -0.174726 -0.445820 -18.145719 -0.475 0.109 0.163
H -0.937653 0.940905 -17.588438 0.087 -0.091 0.216
C 7.134022 2.251019 -10.150831 0.210 -0.279 -0.577
C 6.024281 2.006346 -9.137361 0.457 0.057 0.557
C 5.297134 3.323828 -8.869190 -0.112 0.201 0.183
O 6.141063 4.123508 -8.058529 0.111 -0.059 -0.525
C 5.700583 5.458970 -7.920760 0.422 -0.128 0.276
N 5.209923 0.863510 -9.522459 0.197 0.333 -0.483
H 7.641923 1.338218 -10.472937 -0.029 -0.134 0.454
H 7.882989 2.939771 -9.765578 -0.076 0.069 0.048
H 6.756154 2.661466 -11.095037 -0.242 0.211 0.179
H 6.479626 1.758099 -8.173749 0.113 -0.096 -0.053
H 4.342955 3.177536 -8.347473 -0.082 -0.216 -0.085
H 5.102694 3.856465 -9.809210 -0.144 -0.081 -0.080
H 5.104052 5.812538 -8.763282 -0.150 -0.159 -0.038
H 6.590932 6.084306 -7.873926 0.002 0.082 0.137
H 5.150772 5.544376 -6.983547 -0.246 0.262 -0.028
H 4.784771 1.061658 -10.421581 -0.325 -0.234 0.114
H 4.504247 0.634363 -8.836028 -0.137 0.147 -0.079


Record 3
55
Properties=species:S:1:pos:R:3:forces:R:3 method="wB97M-V/def2-TZVPD" multiplicity=3 de_lowest_kj_mol=0.0 total_charge=+2 homo_ha="-0.483 / -0.614"
Ti 0.293294 1.116632 -0.436296 0.052 0.066 -0.013
C 1.465845 1.899570 -3.262315 -0.009 0.006 0.001
C 2.410713 0.869912 -2.685438 0.000 0.000 0.000
O 2.397655 0.953479 -1.250114 -0.029 -0.005 0.035
C 3.305296 1.931287 -0.712927 -0.005 0.002 -0.006
C 2.925082 2.144657 0.724409 0.006 0.002 0.001
O 1.547458 2.566197 0.727659 0.005 0.010 0.009
C 1.028559 2.886219 2.033968 -0.007 -0.006 0.004
C 0.243578 1.705033 2.565718 -0.003 0.002 0.003
O -0.727680 1.297698 1.584738 0.022 -0.015 -0.006
C -1.932944 2.084537 1.593237 -0.001 0.005 0.004
C -2.581728 1.928072 0.244101 0.008 -0.006 -0.011
O -1.576204 2.275407 -0.723725 -0.013 -0.015 0.001
C -2.022809 2.242719 -2.090715 -0.005 -0.004 0.012
C -0.832460 2.606357 -2.940064 0.001 0.003 0.001
O 0.224396 1.707374 -2.569145 0.000 -0.034 -0.011
H 1.327903 1.738259 -4.333254 0.000 -0.002 0.001
H 1.813630 2.923868 -3.101077 0.001 -0.002 0.002
H 3.423627 1.003372 -3.067006 0.002 -0.007 0.006
H 2.071997 -0.136057 -2.929853 0.000 0.001 -0.003
H 3.216131 2.870189 -1.265155 -0.001 -0.005 -0.005
H 4.328825 1.561264 -0.791453 0.001 0.001 0.005
H 3.550172 2.922888 1.164857 -0.006 0.002 0.005
H 3.032315 1.221118 1.300956 0.003 -0.005 -0.006
H 0.399243 3.765769 1.904595 0.002 0.001 -0.004
H 1.842320 3.148894 2.710717 0.003 -0.001 -0.001
H -0.246822 1.949880 3.509591 -0.004 -0.003 -0.002
H 0.883978 0.836997 2.723568 0.006 0.004 0.000
H -1.692423 3.134671 1.769317 -0.001 0.000 -0.002
H -2.594781 1.731426 2.385451 0.002 -0.001 0.001
H -3.438324 2.597830 0.152100 -0.001 0.000 0.005
H -2.906304 0.897961 0.070208 -0.004 0.001 0.001
H -2.830283 2.962099 -2.235725 0.001 0.001 -0.002
H -2.382453 1.237426 -2.327483 -0.001 0.000 -0.002
H -0.513136 3.635096 -2.752888 -0.003 0.001 0.001
H -1.071040 2.487812 -3.998345 0.004 0.001 -0.001
C -0.551055 -4.182276 2.714564 0.002 -0.001 0.000
C -0.853329 -4.902654 1.405264 -0.006 -0.003 0.003
C -2.311210 -4.733117 0.990957 0.002 0.000 -0.001
C 0.111140 -4.492372 0.292073 0.000 0.005 -0.010
N 0.023553 -3.057001 -0.032722 0.011 0.004 0.010
C -0.822801 -2.408163 -0.842022 -0.008 -0.005 0.001
N -0.558589 -1.124815 -0.768867 -0.010 -0.011 -0.012
N 0.466395 -1.027711 0.102472 -0.013 0.017 -0.013
N 0.824811 -2.167183 0.548535 0.000 -0.006 -0.003
H -1.178917 -4.576418 3.512348 -0.001 0.000 0.000
H -0.759453 -3.111635 2.636346 -0.001 0.000 0.001
H 0.490319 -4.305084 3.014085 0.000 0.001 0.001
H -0.658697 -5.969895 1.543607 0.001 0.000 -0.001
H -2.579242 -3.676718 0.891629 -0.001 -0.001 0.000
H -2.969687 -5.151445 1.750662 0.000 -0.001 0.001
H -2.531192 -5.241372 0.049938 0.000 0.001 0.000
H -0.093960 -5.031765 -0.631901 0.000 -0.001 0.001
H 1.147417 -4.663553 0.575678 -0.001 -0.003 0.002
H -1.578128 -2.882754 -1.444856 -0.002 0.003 -0.001


Record 4
28
Properties=species:S:1:pos:R:3:forces:R:3 method="wB97M-V/def2-TZVPD" multiplicity=1 de_lowest_kj_mol=0.0 total_charge=-1 homo_ha=-0.213
Hg 0.435371 2.466102 0.184047 -0.511 -1.758 1.335
Hg 0.507450 -1.225865 -2.783568 0.195 -0.694 0.293
Hg 3.870837 -2.649380 1.477634 1.296 -0.568 -0.097
S 0.388517 2.131912 3.770973 1.043 -1.547 3.474
O -0.347118 0.855225 3.998298 1.451 1.440 0.030
O -0.334294 3.220601 4.381523 -0.817 0.729 0.573
O 1.772389 2.197441 4.385769 -2.235 -0.827 -1.288
O 0.478723 2.387244 2.343964 0.710 0.670 -4.301
S -0.884998 -4.479999 -2.527987 -1.282 -8.225 -4.087
O -2.158509 -4.744137 -1.949200 -1.890 1.033 0.841
O 0.027764 -5.460798 -1.975443 1.817 0.622 0.867
O -0.898265 -4.852579 -3.999708 -0.107 0.646 0.988
O -0.535343 -3.116559 -2.502327 2.107 7.689 0.937
Cl 0.712512 -1.097181 0.844778 -1.998 2.365 8.729
O 0.289215 -1.815057 -0.192406 -2.494 -5.844 -7.813
O 1.248942 0.070350 0.222502 0.944 4.483 -0.795
O -0.382142 -0.954117 1.775517 0.622 1.441 -1.411
O 1.728038 -1.684392 1.611359 1.551 -0.736 0.468
Cl -3.202740 1.933508 1.652100 -4.039 2.006 3.192
O -2.511034 1.035380 2.406187 3.945 -4.206 1.322
O -2.567560 2.315087 0.442624 2.867 1.313 -2.408
O -4.447974 1.405337 1.305273 -2.199 -1.060 -1.541
O -3.456752 2.988030 2.597896 0.462 2.138 -0.992
Cl 2.034359 1.922705 -3.581111 5.208 -4.871 5.169
O 1.475593 2.960054 -4.297452 -0.744 1.045 -1.463
O 1.791866 0.497803 -4.068833 -0.535 0.298 -1.536
O 3.524513 1.997072 -3.273638 -3.724 0.692 -2.069
O 1.440639 1.696214 -2.248770 -1.643 1.725 1.583